Here is one molecule with the formula C9H11NO2 in a non-equilibrium geometry from the Open Molecules 2025 dataset. Energies are from the ωB97M-V functional and the def2-TZVPD basis.

LUMO level = 0.6 eV
2S+1 = 1
HOMO energy = -8.13 eV
SMILES = N[C@@H]1Cc2ccc(O)c(O)c2C1
Kohn-Sham gap = 8.7 eV
net charge = 0

Last columns: bonded neighbours and bond lengths (Å).
Cartesian coordinates (Å):
1 N 2.50948 -0.62958 1.20538  C2 1.426, H13 1.029, H14 1.020
2 C 2.24419 -0.43383 -0.18190  N1 1.426, C3 1.554, C12 1.561, H15 1.139
3 C 1.71142 0.98784 -0.51517  C2 1.554, C4 1.495, H16 1.084, H17 1.095
4 C 0.25044 0.85771 -0.22795  C3 1.495, C5 1.394, C11 1.393
5 C -0.68756 1.87020 -0.03542  C4 1.394, C6 1.408, H18 1.085
6 C -2.02877 1.48107 0.14077  C5 1.408, C7 1.417, H19 1.096
7 C -2.39420 0.11170 0.12433  C6 1.417, O8 1.359, C9 1.396
8 O -3.64926 -0.38545 0.28014  C7 1.359, H20 0.954
9 C -1.41041 -0.85751 -0.08187  C7 1.396, O10 1.378, C11 1.365
10 O -1.72939 -2.19722 -0.13837  C9 1.378, H21 0.995
11 C -0.10523 -0.48880 -0.23197  C4 1.393, C9 1.365, C12 1.491
12 C 1.05227 -1.37951 -0.53219  C2 1.561, C11 1.491, H22 1.092, H23 1.095
13 H 1.74377 -0.31455 1.81602  N1 1.029
14 H 3.33863 -0.08011 1.43026  N1 1.020
15 H 3.20165 -0.69409 -0.74216  C2 1.139
16 H 2.20767 1.75622 0.06583  C3 1.084
17 H 1.80276 1.19025 -1.58732  C3 1.095
18 H -0.44932 2.92814 -0.05609  C5 1.085
19 H -2.76928 2.26976 0.31869  C6 1.096
20 H -4.30507 0.30482 0.33127  O8 0.954
21 H -2.69406 -2.32491 0.06828  O10 0.995
22 H 1.11411 -2.25152 0.12184  C12 1.092
23 H 1.04615 -1.72060 -1.57241  C12 1.095

=====

Here is one molecule with the formula C9H11NO2 in a non-equilibrium geometry from the Open Molecules 2025 dataset. Energies are from the ωB97M-V functional and the def2-TZVPD basis.

LUMO level = 0.3 eV
2S+1 = 1
HOMO energy = -8.21 eV
SMILES = NC[C@@H]1Cc2c1ccc(O)c2O
Kohn-Sham gap = 8.5 eV
net charge = 0

Last columns: bonded neighbours and bond lengths (Å).
Cartesian coordinates (Å):
1 N -2.44037 0.06892 1.63850  C2 1.500, H13 1.024, H14 1.013
2 C -2.73241 0.28678 0.18298  N1 1.500, C3 1.555, H15 1.112, H16 1.090
3 C -1.53927 0.00436 -0.77344  C2 1.555, C4 1.559, C6 1.519, H17 1.150
4 C -0.77846 -1.35546 -0.72743  C3 1.559, C5 1.537, H18 1.141, H19 1.123
5 C 0.45334 -0.57171 -0.24837  C4 1.537, C6 1.372, C11 1.377
6 C -0.17827 0.62077 -0.49873  C3 1.519, C5 1.372, C7 1.386
7 C 0.52732 1.81283 -0.46972  C6 1.386, C8 1.413, H20 1.143
8 C 1.87919 1.72884 -0.06595  C7 1.413, C9 1.424, H21 1.127
9 C 2.48015 0.48316 0.27339  C8 1.424, O10 1.336, C11 1.392
10 O 3.78074 0.43392 0.57633  C9 1.336, H22 0.978
11 C 1.77769 -0.70679 0.10339  C5 1.377, C9 1.392, O12 1.359
12 O 2.50144 -1.85636 0.08069  C11 1.359, H23 1.038
13 H -2.39919 -0.93997 1.80599  N1 1.024
14 H -1.50122 0.38460 1.84736  N1 1.013
15 H -3.56095 -0.36110 -0.17806  C2 1.112
16 H -2.92482 1.35384 0.06879  C2 1.090
17 H -2.04051 0.25037 -1.77871  C3 1.150
18 H -1.16245 -2.11036 0.03641  C4 1.141
19 H -0.66047 -1.85880 -1.72400  C4 1.123
20 H 0.08833 2.84611 -0.68533  C7 1.143
21 H 2.45346 2.69318 -0.16681  C8 1.127
22 H 4.06352 -0.50092 0.52790  O10 0.978
23 H 1.91321 -2.70624 0.17480  O12 1.038

=====

Here is one molecule with the formula C9H11NO2 in a non-equilibrium geometry from the Open Molecules 2025 dataset. Energies are from the ωB97M-V functional and the def2-TZVPD basis.

LUMO level = 0.6 eV
2S+1 = 1
HOMO energy = -8.07 eV
SMILES = C=C1C=CCC=C1C(=O)N(C)O
Kohn-Sham gap = 8.7 eV
net charge = 0

Last columns: bonded neighbours and bond lengths (Å).
Cartesian coordinates (Å):
1 C -1.97132 0.59227 -0.85285  C2 1.344, H13 1.059, H14 1.064
2 C -0.65588 0.78795 -1.04651  C1 1.344, C3 1.428, C7 1.538
3 C -0.09184 1.87461 -1.78086  C2 1.428, C4 1.313, H15 1.022
4 C 1.20062 1.99024 -1.97815  C3 1.313, C5 1.491, H16 1.010
5 C 2.22888 1.16357 -1.28377  C4 1.491, C6 1.457, H17 1.109, H18 1.022
6 C 1.66419 0.03721 -0.55195  C5 1.457, C7 1.371, H19 1.123
7 C 0.32401 -0.23337 -0.44434  C2 1.538, C6 1.371, C8 1.483
8 C -0.31013 -1.37523 0.25777  C7 1.483, O9 1.254, N10 1.354
9 O -0.81128 -2.34327 -0.36182  C8 1.254
10 N -0.41915 -1.27258 1.60329  C8 1.354, C11 1.486, O12 1.468
11 C -1.21415 -2.13262 2.51781  N10 1.486, H20 1.084, H21 1.093, H22 1.011
12 O 0.17551 -0.07820 2.21567  N10 1.468, H23 0.926
13 H -2.67209 1.19220 -1.37374  C1 1.059
14 H -2.44036 -0.08898 -0.18324  C1 1.064
15 H -0.83437 2.35478 -2.29384  C3 1.022
16 H 1.50997 2.84566 -2.41821  C4 1.010
17 H 2.89671 0.81719 -2.09879  C5 1.109
18 H 2.79550 1.84873 -0.77928  C5 1.022
19 H 2.45310 -0.66884 -0.17889  C6 1.123
20 H -1.26317 -3.02950 1.91131  C11 1.084
21 H -0.58585 -2.32335 3.39177  C11 1.093
22 H -2.14762 -1.75351 2.59605  C11 1.011
23 H 0.16871 -0.20495 3.13257  O12 0.926

=====

Here is one molecule with the formula C9H11NO3 in a non-equilibrium geometry from the Open Molecules 2025 dataset. Energies are from the ωB97M-V functional and the def2-TZVPD basis.

LUMO level = 0.3 eV
2S+1 = 1
HOMO energy = -8.71 eV
SMILES = C=Cc1c(CO)cnc(CO)c1O
Kohn-Sham gap = 9.0 eV
net charge = 0

Last columns: bonded neighbours and bond lengths (Å).
Cartesian coordinates (Å):
1 C -1.69048 -2.18318 -1.47656  C2 1.437, H14 1.146, H15 1.184
2 C -1.58075 -0.75754 -1.33567  C1 1.437, C3 1.499, H16 1.102
3 C -0.47467 -0.22792 -0.47446  C2 1.499, C4 1.445, C12 1.369
4 C 0.93002 -0.29157 -0.80572  C3 1.445, C5 1.490, C7 1.363
5 C 1.31145 -1.09742 -1.99935  C4 1.490, O6 1.396, H17 1.109, H18 1.107
6 O 2.64062 -0.80464 -2.31194  C5 1.396, H19 1.185
7 C 1.89096 0.17544 0.04032  C4 1.363, N8 1.319, H20 1.079
8 N 1.57334 0.85158 1.12768  C7 1.319, C9 1.332
9 C 0.28913 1.06952 1.40372  N8 1.332, C10 1.503, C12 1.449
10 C 0.05595 1.97406 2.58074  C9 1.503, O11 1.476, H21 1.061, H22 1.132
11 O -1.16689 1.60552 3.32158  C10 1.476, H23 1.109
12 C -0.80034 0.57139 0.58881  C3 1.369, C9 1.449, O13 1.422
13 O -2.15867 0.86776 0.88827  C12 1.422, H24 0.954
14 H -0.92397 -2.92706 -1.06104  C1 1.146
15 H -2.40631 -2.64429 -2.29918  C1 1.184
16 H -2.38955 -0.10560 -1.70310  C2 1.102
17 H 0.60720 -0.96666 -2.84559  C5 1.109
18 H 1.27611 -2.15781 -1.68395  C5 1.107
19 H 3.20606 -1.79594 -2.63036  O6 1.185
20 H 2.93564 0.17951 -0.23043  C7 1.079
21 H -0.06450 2.97651 2.25619  C10 1.061
22 H 0.98742 2.02751 3.22195  C10 1.132
23 H -1.82374 2.43366 3.65814  O11 1.109
24 H -2.22402 1.22717 1.76996  O13 0.954

=====

Here is one molecule with the formula C9H11NO3S in a non-equilibrium geometry from the Open Molecules 2025 dataset. Energies are from the ωB97M-V functional and the def2-TZVPD basis.

LUMO level (spin up / spin down) = -0.6 / -0.9 eV
2S+1 = 1
HOMO energy (spin up / spin down) = -7.94 / -8.07 eV
Kohn-Sham gap (spin up / spin down) = 7.4 / 7.2 eV
net charge = 0

Last columns: bonded neighbours and bond lengths (Å).
Cartesian coordinates (Å):
1 C -1.07164 -1.33892 -0.26130  C3 1.325, C6 1.409, H15 1.137
2 C -2.41615 -0.46703 1.47939  C4 1.349, C6 1.487, H16 1.041
3 C -2.10044 -1.38630 -1.09542  C1 1.325, C7 1.449, H17 1.069
4 C -3.48276 -0.60716 0.66539  C2 1.349, C7 1.426, H18 1.066
5 C 0.22744 1.42412 -0.31370  N10 1.403, O11 1.213, O13 1.309
6 C -1.11921 -0.36779 0.75835  C1 1.409, C2 1.487, N10 1.531, H19 1.143
7 C -3.32666 -0.69688 -0.74930  C3 1.449, C4 1.426, H20 1.003
8 C 3.41282 -0.28529 0.33538  C9 1.554, H21 1.161, H22 1.113, H23 1.112
9 C 2.59782 0.91732 -0.21676  C8 1.554, O13 1.480, H24 1.085, H25 1.084
10 N -1.05998 0.94191 -0.03263  C5 1.403, C6 1.531, S14 1.689
11 O 0.30939 2.47055 -0.92113  C5 1.213
12 O -3.26324 2.32707 0.12930  S14 1.432
13 O 1.19180 0.69680 0.18957  C5 1.309, C9 1.480
14 S -2.33969 1.73986 -0.79397  N10 1.689, O12 1.432
15 H -0.24644 -2.10960 -0.39425  C1 1.137
16 H -2.48670 -0.52577 2.51593  C2 1.041
17 H -2.10096 -1.88677 -2.04058  C3 1.069
18 H -4.52175 -0.61416 0.90171  C4 1.066
19 H -0.24778 -0.43042 1.49538  C6 1.143
20 H -4.12587 -0.60719 -1.34900  C7 1.003
21 H 3.24561 -1.27023 -0.25704  C8 1.161
22 H 4.50547 -0.10771 0.22279  C8 1.113
23 H 3.06637 -0.55812 1.35593  C8 1.112
24 H 2.46146 0.80274 -1.28745  C9 1.085
25 H 3.06117 1.80933 0.18872  C9 1.084

=====

Here is a 2-piece molecular cluster, C9H11NOS overall in a non-equilibrium geometry from the Open Molecules 2025 dataset. Energies are from the ωB97M-V functional and the def2-TZVPD basis.

LUMO level = 0.0 eV
2S+1 = 1
HOMO energy = -9.32 eV
SMILES = C/C(=N\C=O)c1ccccc1.S
Kohn-Sham gap = 9.4 eV
net charge = 0

Last columns: bonded neighbours and bond lengths (Å).
Cartesian coordinates (Å):
1 C 1.34622 -0.32335 1.80900  C2 1.546, H12 1.145, H13 1.139, H14 1.063
2 C 0.87172 -0.84082 0.43170  C1 1.546, N3 1.279, C6 1.480
3 N 1.62623 -1.61881 -0.24735  C2 1.279, C4 1.380
4 C 2.97116 -1.90745 -0.14234  N3 1.380, O5 1.221, H15 1.075
5 O 3.54377 -2.84929 0.38210  C4 1.221
6 C -0.50682 -0.56917 -0.03298  C2 1.480, C7 1.385, C11 1.400
7 C -1.31953 0.32569 0.64232  C6 1.385, C8 1.363, H16 1.144
8 C -2.64736 0.41092 0.34654  C7 1.363, C9 1.401, H17 1.082
9 C -3.15262 -0.64798 -0.41985  C8 1.401, C10 1.434, H18 1.097
10 C -2.35955 -1.52435 -1.23227  C9 1.434, C11 1.370, H19 1.078
11 C -1.02715 -1.52310 -0.91546  C6 1.400, C10 1.370, H20 1.059
12 H 2.17496 -0.99611 2.22436  C1 1.145
13 H 0.48816 -0.55313 2.52204  C1 1.139
14 H 1.65149 0.68650 1.67796  C1 1.063
15 H 3.48106 -1.11352 -0.65706  C4 1.075
16 H -1.03926 1.08958 1.44656  C7 1.144
17 H -3.44189 0.95796 0.83654  C8 1.082
18 H -4.17336 -0.52638 -0.80428  C9 1.097
19 H -2.94748 -2.38946 -1.49344  C10 1.078
20 H -0.36476 -2.17648 -1.42184  C11 1.059
21 S 1.51307 1.95395 -1.35145  H22 1.389, H23 1.323
22 H 1.72672 3.23309 -0.85356  S21 1.389
23 H 2.35509 1.43577 -0.47297  S21 1.323

=====

Here is one molecule with the formula C9H11NOS in a non-equilibrium geometry from the Open Molecules 2025 dataset. Energies are from the ωB97M-V functional and the def2-TZVPD basis.

LUMO level (spin up / spin down) = 0.9 / -1.6 eV
2S+1 = 3
HOMO energy (spin up / spin down) = -8.56 / -9.21 eV
Kohn-Sham gap (spin up / spin down) = 9.4 / 7.6 eV
net charge = 0
expectation value of S² = 2.0166

Last columns: bonded neighbours and bond lengths (Å).
Cartesian coordinates (Å):
1 C -1.80586 -2.40590 1.86586  C2 1.376, C3 1.391, H13 1.049
2 C -1.59144 -1.33432 2.70154  C1 1.376, C4 1.372, H14 1.122
3 C -1.28916 -2.28980 0.58006  C1 1.391, C5 1.372, H15 1.088
4 C -0.90467 -0.21668 2.30021  C2 1.372, C6 1.359, H16 1.097
5 C -0.62701 -1.17838 0.12312  C3 1.372, C6 1.384, C7 1.513
6 C -0.51702 -0.11547 1.00204  C4 1.359, C5 1.384
7 C -0.13624 -1.06087 -1.30309  C5 1.513, C8 1.516, H17 1.108, H18 1.088
8 C 1.18999 -0.32795 -1.24421  C7 1.516, N10 1.427, H19 1.055, H20 1.187
9 C 1.71233 3.39636 -0.96179  S12 1.819, H21 1.096, H22 1.153, H23 1.153
10 N 1.36580 0.96126 -0.65791  C8 1.427, S12 1.652
11 O 0.31871 1.96889 -2.67424  S12 1.444
12 S 0.40165 2.16750 -1.24593  C9 1.819, N10 1.652, O11 1.444
13 H -2.09851 -3.29080 2.34716  C1 1.049
14 H -1.92372 -1.36312 3.77301  C2 1.122
15 H -1.42360 -3.02331 -0.21231  C3 1.088
16 H -0.83739 0.46916 3.15327  C4 1.097
17 H -0.11705 -2.04334 -1.81466  C7 1.108
18 H -0.90347 -0.49103 -1.82309  C7 1.088
19 H 1.86453 -1.03484 -0.84674  C8 1.055
20 H 1.72231 -0.14994 -2.28991  C8 1.187
21 H 2.67162 3.20316 -0.46880  C9 1.096
22 H 1.19340 4.20962 -0.33035  C9 1.153
23 H 1.73478 3.94980 -1.97324  C9 1.153

=====

Here is one molecule with the formula C9H11NSi in a non-equilibrium geometry from the Open Molecules 2025 dataset. Energies are from the ωB97M-V functional and the def2-TZVPD basis.

LUMO level = 0.3 eV
2S+1 = 1
HOMO energy = -6.42 eV
Kohn-Sham gap = 6.7 eV
net charge = 0

Last columns: bonded neighbours and bond lengths (Å).
Cartesian coordinates (Å):
1 C -2.97836 0.37267 0.12517  C2 1.392, C3 1.344, H12 1.086
2 C -2.79051 -1.00033 0.25839  C1 1.392, C4 1.380, H13 1.103
3 C -1.88180 1.12260 -0.07664  C1 1.344, C5 1.419, H14 1.127
4 C -1.54618 -1.58868 0.15510  C2 1.380, C6 1.440, H15 1.042
5 C -0.55950 0.63366 -0.23407  C3 1.419, C6 1.441, C7 1.457
6 C -0.39306 -0.79697 -0.18566  C4 1.440, C5 1.441, C9 1.371
7 C 0.41745 1.63704 -0.63744  C5 1.457, C8 1.321, H16 1.049
8 C 1.63208 1.47974 -0.14169  C7 1.321, N10 1.391, H17 1.041
9 C 0.77142 -1.37064 -0.62573  C6 1.371, Si11 1.808, H18 1.052
10 N 1.85876 0.56120 0.87774  C8 1.391, Si11 1.892, H19 1.099, H20 1.025
11 Si 2.45018 -0.93724 -0.11415  C9 1.808, N10 1.892, H21 1.604, H22 1.508
12 H -3.95109 0.73696 0.44190  C1 1.086
13 H -3.75201 -1.51559 0.09393  C2 1.103
14 H -1.98882 2.21894 -0.31252  C3 1.127
15 H -1.44218 -2.62304 0.22128  C4 1.042
16 H 0.19321 2.21683 -1.48266  C7 1.049
17 H 2.52146 1.90203 -0.47964  C8 1.041
18 H 0.66740 -2.36787 -0.94481  C9 1.052
19 H 0.98659 0.37432 1.52029  N10 1.099
20 H 2.68109 0.75753 1.45728  N10 1.025
21 H 3.51706 -1.57854 0.89725  Si11 1.604
22 H 3.58682 -0.23463 -0.81332  Si11 1.508

=====

The ΔE to the lowest compared entry with this formula, charge and spin results, record by record, are as follows: 0.5861; 2.4372; 4.8781; 4.3796; 4.5953; 2.3077; 3.8650; 3.3926 eV.
The calculated total energy results, record by record, are as follows: -15096.5985; -15094.7474; -15092.3064; -17140.3810; -27975.3019; -23882.1470; -23878.0352; -18875.3887 eV.